Below is a structure of composition C29H28AsNO2S5Y in a non-equilibrium geometry, with properties calculated with wB97M-V/def2-TZVPD.

Properties
- Kohn-Sham gap: 6.65 eV
- ΔE to the lowest compared entry with this formula, charge and spin: 32.8 kcal/mol
- Charge: -1
- Electronic energy: -5592.431433 hartree
- LUMO energy: 2.299 eV

Each line ends with the Löwdin charge.
Element x y z (Å)
1 Y 0.499 0.562 -0.690  0.686
2 S 2.403 -0.328 -2.396  0.519
3 C 1.084 -0.867 -3.417  -0.743
4 C 0.842 -0.261 -4.656  -0.112
5 C -0.146 -0.737 -5.498  -0.095
6 C -0.926 -1.824 -5.124  -0.101
7 C -0.716 -2.433 -3.898  -0.120
8 C 0.269 -1.950 -3.047  -0.582
9 S 0.623 -2.688 -1.466  0.883
10 C -1.034 -3.224 -0.912  -0.417
11 C -1.223 -2.999 0.557  -0.356
12 C -1.638 -4.049 1.367  -0.032
13 C -1.931 -3.797 2.698  -0.064
14 C -1.838 -2.499 3.159  -0.037
15 C -1.404 -1.503 2.282  -0.342
16 C -1.353 -0.088 2.808  -0.368
17 S -1.098 1.279 1.629  0.899
18 C -2.719 1.457 0.902  -0.529
19 C -3.599 2.281 1.602  -0.128
20 C -4.863 2.551 1.115  -0.112
21 C -5.241 1.998 -0.105  -0.101
22 C -4.367 1.200 -0.811  -0.131
23 C -3.071 0.912 -0.344  -0.675
24 S -2.061 -0.086 -1.350  0.636
25 N -1.057 -1.759 1.031  0.090
26 H 1.443 0.597 -4.923  0.102
27 H -0.315 -0.252 -6.452  0.096
28 H -1.694 -2.197 -5.791  0.094
29 H -1.331 -3.275 -3.604  0.100
30 H -1.174 -4.275 -1.159  0.075
31 H -1.750 -2.599 -1.448  0.016
32 H -1.741 -5.045 0.955  0.108
33 H -2.243 -4.597 3.357  0.104
34 H -2.095 -2.252 4.182  0.113
35 H -0.537 0.017 3.528  0.079
36 H -2.291 0.127 3.319  0.085
37 H -3.264 2.721 2.534  0.097
38 H -5.534 3.201 1.663  0.090
39 H -6.222 2.213 -0.512  0.095
40 H -4.642 0.797 -1.776  0.090
41 O -1.441 3.195 -1.223  0.061
42 C -0.222 3.135 -1.306  -0.638
43 O 0.423 2.174 -1.892  -0.255
44 C 0.606 4.227 -0.694  -0.162
45 C 0.258 5.548 -0.950  -0.039
46 C 0.981 6.593 -0.401  -0.112
47 C 2.054 6.308 0.435  -0.115
48 C 2.392 4.997 0.714  -0.137
49 C 1.677 3.927 0.159  -0.605
50 S 2.122 2.298 0.611  0.558
51 H -0.594 5.741 -1.590  0.113
52 H 0.707 7.619 -0.618  0.088
53 H 2.623 7.116 0.881  0.090
54 H 3.219 4.765 1.374  0.087
55 C 1.760 -2.388 2.507  -0.298
56 As 2.239 -1.098 1.085  0.997
57 C 3.494 -0.096 2.218  -0.372
58 C 3.608 -2.224 0.243  -0.341
59 H 2.670 -2.824 2.918  0.023
60 H 1.122 -3.181 2.116  0.011
61 H 1.222 -1.865 3.299  0.015
62 H 4.091 -0.784 2.817  0.018
63 H 2.952 0.592 2.864  0.000
64 H 4.143 0.503 1.582  0.001
65 H 4.389 -2.460 0.967  0.021
66 H 4.027 -1.689 -0.604  -0.021
67 H 3.161 -3.144 -0.129  -0.002

***

Below is a cluster of 7 separate species, C29H28BF15N2O23S in total in a non-equilibrium geometry, with properties calculated with wB97M-V/def2-TZVPD.

Properties
- Kohn-Sham gap: 11.20 eV
- SMILES string: N#C[C@H](OB(O)O)[C@](C#N)(CCC(F)(F)C(F)(F)C(F)(F)C(F)(F)F)C[SH](=O)=O.O=C1OC[C@@H](F)O1.O=C1OC[C@@H](F)O1.O=C1OC[C@@H](F)O1.O=C1OC[C@@H](F)O1.O=C1OC[C@@H](F)O1.O=C1OC[C@@H](F)O1
- Charge: 0
- Electronic energy: -4883.073725 hartree
- LUMO energy: 0.006 eV

Each line ends with the Löwdin charge.
Element x y z (Å)
1 N -0.594 2.924 -2.038  0.230
2 C -0.226 2.396 -1.117  -0.167
3 C 0.260 1.736 0.162  -0.217
4 O 1.645 1.411 0.173  0.114
5 B 2.394 2.099 -0.814  -0.743
6 O 2.946 1.334 -1.867  0.143
7 O 2.673 3.462 -0.822  0.186
8 C -0.620 0.488 0.610  -0.328
9 C -2.051 0.836 0.204  -0.178
10 N -3.124 1.038 -0.086  0.220
11 C -0.597 0.498 2.185  -0.078
12 C -0.671 -0.895 2.874  -0.049
13 C 0.737 -1.368 3.310  -0.391
14 F 1.096 -0.515 4.345  0.090
15 F 1.683 -1.190 2.352  0.130
16 C 0.757 -2.798 3.920  -0.335
17 F -0.023 -2.769 5.030  0.149
18 F 0.142 -3.633 3.051  0.148
19 C 2.169 -3.353 4.291  -0.331
20 F 3.097 -2.405 4.492  0.168
21 F 2.615 -4.118 3.267  0.152
22 C 2.186 -4.282 5.558  -0.555
23 F 3.418 -4.813 5.623  0.168
24 F 1.326 -5.282 5.443  0.199
25 F 2.010 -3.620 6.693  0.189
26 C -0.117 -0.819 -0.053  -0.143
27 S -0.462 -0.866 -1.861  0.718
28 O -0.452 -2.280 -2.215  -0.373
29 O 0.549 -0.162 -2.620  -0.336
30 H 0.106 2.486 0.973  0.160
31 H 3.755 0.931 -1.507  0.125
32 H 2.517 3.735 -1.743  0.127
33 H 0.321 0.999 2.558  0.138
34 H -1.443 1.118 2.539  0.127
35 H -1.221 -0.745 3.842  0.111
36 H -1.235 -1.668 2.324  0.133
37 H 0.981 -0.953 0.009  0.128
38 H -0.572 -1.745 0.338  0.109
39 H -1.733 -0.405 -2.137  0.100
40 O -2.217 0.641 4.753  0.146
41 C -1.610 0.940 5.735  -0.529
42 O -1.437 0.121 6.801  0.084
43 C -0.547 0.784 7.700  -0.049
44 C -0.727 2.226 7.314  -0.312
45 F 0.415 2.930 7.488  0.084
46 O -1.008 2.144 5.927  0.149
47 H 0.472 0.432 7.528  0.148
48 H -0.817 0.590 8.736  0.144
49 H -1.550 2.731 7.824  0.177
50 O 5.594 1.390 -6.394  0.178
51 C 4.509 0.973 -6.151  -0.538
52 O 3.811 1.260 -5.019  0.072
53 C 2.511 0.685 -5.168  -0.055
54 C 2.763 -0.400 -6.173  -0.316
55 F 1.673 -0.605 -6.960  0.070
56 O 3.802 0.136 -6.970  0.135
57 H 1.817 1.443 -5.536  0.152
58 H 2.140 0.299 -4.221  0.103
59 H 3.085 -1.346 -5.740  0.147
60 O 5.601 -5.805 -6.906  0.191
61 C 4.538 -5.434 -6.540  -0.534
62 O 3.381 -6.139 -6.694  0.075
63 C 2.357 -5.423 -6.006  -0.060
64 C 2.911 -4.027 -5.981  -0.328
65 F 2.519 -3.363 -4.863  0.067
66 O 4.306 -4.239 -5.914  0.136
67 H 2.231 -5.839 -5.004  0.147
68 H 1.408 -5.488 -6.536  0.142
69 H 2.673 -3.430 -6.865  0.172
70 O 1.036 4.427 2.643  0.171
71 C 1.689 5.379 2.370  -0.542
72 O 2.964 5.573 2.797  0.077
73 C 3.449 6.748 2.148  -0.057
74 C 2.175 7.473 1.814  -0.318
75 F 2.299 8.188 0.671  0.080
76 O 1.260 6.415 1.595  0.140
77 H 4.012 6.465 1.257  0.147
78 H 4.098 7.321 2.808  0.142
79 H 1.801 8.121 2.611  0.175
80 O -7.788 6.243 -0.675  0.179
81 C -7.235 5.193 -0.673  -0.543
82 O -5.884 5.035 -0.654  0.071
83 C -5.626 3.637 -0.520  -0.073
84 C -6.893 3.028 -1.051  -0.322
85 F -7.178 1.859 -0.429  0.073
86 O -7.874 3.985 -0.697  0.133
87 H -5.457 3.397 0.531  0.143
88 H -4.748 3.343 -1.093  0.126
89 H -6.903 2.878 -2.133  0.174
90 O -5.440 -6.666 -0.796  0.186
91 C -4.743 -5.906 -1.379  -0.539
92 O -4.382 -6.037 -2.686  0.073
93 C -3.659 -4.861 -3.044  -0.059
94 C -3.163 -4.375 -1.711  -0.324
95 F -3.074 -3.024 -1.681  0.053
96 O -4.187 -4.785 -0.825  0.135
97 H -4.335 -4.148 -3.521  0.147
98 H -2.849 -5.093 -3.733  0.141
99 H -2.212 -4.810 -1.398  0.176

***

Below is a structure of composition C29H28Br46FIN2O5P2S in a non-equilibrium geometry, with properties calculated with wB97M-V/def2-TZVPD.

Properties
- Kohn-Sham gap: 7.85 eV
- Charge: 0
- Electronic energy: -121490.496151 hartree
- LUMO energy: -0.284 eV

Each line ends with the Löwdin charge.
Element x y z (Å)
1 C 6.487 -4.056 2.263  -0.060
2 C 6.751 -3.651 0.828  -0.258
3 O 5.520 -3.457 0.106  -0.051
4 C 5.495 -2.306 -0.631  -0.173
5 C 6.239 -2.147 -1.794  -0.290
6 O 7.027 -3.147 -2.261  0.079
7 C 6.166 -0.959 -2.512  -0.006
8 C 5.354 0.080 -2.102  -0.173
9 C 4.590 -0.082 -0.955  -0.576
10 C 4.672 -1.258 -0.217  -0.180
11 N 3.944 -1.467 0.973  -0.040
12 F 4.638 -0.924 2.090  -0.123
13 C 2.598 -1.042 0.959  -0.259
14 C 1.659 -1.884 1.530  -0.313
15 P 2.254 -3.459 2.260  0.934
16 P 1.493 -4.924 0.859  0.245
17 O 1.102 -4.217 -0.374  -0.384
18 O 0.190 -5.679 1.430  -0.172
19 O 2.619 -6.012 0.539  -0.218
20 C 0.301 -1.542 1.542  -0.358
21 N -0.618 -2.428 2.144  0.070
22 C -0.090 -0.334 0.962  -0.615
23 Br -1.927 0.141 0.924  0.750
24 C 0.854 0.525 0.391  -0.715
25 I 0.268 2.328 -0.502  0.984
26 C 2.185 0.169 0.397  -0.559
27 S 3.460 1.176 -0.314  0.855
28 H 5.624 -4.719 2.356  0.029
29 H 6.308 -3.201 2.917  0.078
30 H 7.332 -4.597 2.692  0.074
31 H 7.296 -4.472 0.348  0.111
32 H 7.386 -2.761 0.805  0.023
33 H 6.924 -3.913 -1.683  0.100
34 H 6.750 -0.878 -3.418  0.133
35 H 5.304 0.997 -2.670  0.116
36 H 1.576 -3.674 3.473  -0.062
37 H -0.202 -6.115 0.656  0.085
38 H 3.500 -5.608 0.563  0.044
39 H -1.449 -1.911 2.399  0.034
40 H -0.845 -3.199 1.525  0.084
41 C 5.140 3.533 2.808  -1.621
42 Br 3.472 4.124 2.038  0.559
43 Br 5.225 1.620 2.937  0.652
44 Br 6.655 4.241 1.855  0.552
45 H 5.179 3.926 3.813  -0.033
46 C -3.371 3.169 -1.478  -1.623
47 Br -4.262 3.496 0.200  0.546
48 Br -4.444 2.117 -2.678  0.546
49 Br -2.780 4.814 -2.291  0.554
50 H -2.486 2.588 -1.258  -0.141
51 C -7.219 -0.087 -0.115  -1.651
52 Br -5.510 -0.314 0.739  0.550
53 Br -7.163 -0.628 -1.957  0.519
54 Br -8.621 -0.975 0.860  0.585
55 H -7.449 0.972 -0.103  -0.163
56 C -9.827 3.469 1.124  -1.588
57 Br -7.956 3.145 0.777  0.606
58 Br -10.076 5.114 2.080  0.563
59 Br -10.881 3.416 -0.483  0.576
60 H -10.175 2.666 1.758  -0.026
61 C -9.018 8.841 0.029  -1.631
62 Br -7.627 7.518 -0.104  0.565
63 Br -10.456 8.488 -1.200  0.574
64 Br -9.665 9.016 1.836  0.538
65 H -8.585 9.791 -0.247  -0.031
66 C -9.206 3.203 -4.607  -1.611
67 Br -9.529 4.941 -5.368  0.584
68 Br -8.374 2.015 -5.873  0.551
69 Br -8.195 3.319 -2.973  0.529
70 H -10.169 2.781 -4.358  -0.026
71 C -13.000 9.076 4.381  -1.656
72 Br -12.584 7.198 4.295  0.550
73 Br -13.566 9.756 2.673  0.560
74 Br -14.288 9.453 5.760  0.575
75 H -12.090 9.593 4.646  -0.034
76 C 4.832 -7.448 4.829  -1.649
77 Br 6.712 -7.841 4.770  0.550
78 Br 4.457 -5.914 5.929  0.575
79 Br 4.090 -7.253 3.064  0.617
80 H 4.345 -8.298 5.287  -0.085
81 C 10.426 -1.589 0.926  -1.612
82 Br 8.893 -0.983 -0.067  0.702
83 Br 10.542 -3.513 0.941  0.600
84 Br 12.051 -0.782 0.289  0.582
85 H 10.292 -1.271 1.949  -0.026
86 C -9.294 -1.993 -6.622  -1.609
87 Br -7.875 -2.134 -7.917  0.571
88 Br -8.622 -1.566 -4.870  0.490
89 Br -10.652 -0.751 -7.192  0.563
90 H -9.760 -2.965 -6.553  -0.030
91 C -4.031 -1.612 -5.298  -1.600
92 Br -4.384 -3.249 -4.350  0.586
93 Br -5.479 -0.362 -5.096  0.473
94 Br -2.341 -0.838 -4.793  0.590
95 H -3.968 -1.858 -6.349  -0.026
96 C 1.663 -1.553 -3.805  -1.554
97 Br 1.884 -3.374 -3.276  0.645
98 Br 2.589 -0.351 -2.592  0.841
99 Br 2.210 -1.257 -5.637  0.558
100 H 0.606 -1.328 -3.754  -0.067
101 C 10.083 5.531 -0.836  -1.648
102 Br 8.951 5.375 -2.384  0.571
103 Br 9.591 7.037 0.257  0.566
104 Br 10.114 3.901 0.185  0.547
105 H 11.088 5.706 -1.190  -0.032
106 C 5.627 -11.868 6.003  -1.629
107 Br 7.506 -12.271 5.931  0.580
108 Br 5.267 -10.371 7.156  0.585
109 Br 4.888 -11.588 4.247  0.575
110 H 5.130 -12.727 6.428  -0.031
111 C -0.552 8.180 -0.688  -1.635
112 Br -0.036 6.332 -0.825  0.510
113 Br -1.095 8.886 -2.395  0.573
114 Br -1.907 8.437 0.653  0.575
115 H 0.320 8.734 -0.374  -0.031

***

Question: Which of these has the lowest electronic energy?
Answer: C29H28Br46FIN2O5P2S

***

Question: The highest Kohn-Sham gap belongs to which entry?
Answer: C29H28BF15N2O23S

***

Question: charge of number 2 (C29H28BF15N2O23S)?
Answer: 0